Formula: C52H53N10S3Ti
Source: the OMol25 dataset
Level of theory: the ωB97M-V functional and the def2-TZVPD basis

M (u): 962.1
HOMO level (spin up / spin down) (eV): -6.673 / -9.276
Expectation value of S²: 2.0385
HOMO-LUMO gap (spin up / spin down) (eV): 4.21 / 6.68
LUMO level (spin up / spin down) (eV): -2.46 / -2.60
Relative energy (zero: lowest compared OMol25 entry of this formula, charge and spin) (eV): 5.590
F_max (eV Å⁻¹): 4.9
Energy (eV): -125290.91086

ORCA input file:
```
! wB97M-V def2-TZVPD RIJCOSX def2/J DEFGRID3
* xyz 1 3
Ti 0.98 -1.00 -2.63
C 3.57 -3.79 -0.37
C 2.45 -3.19 -1.22
N 2.66 -1.83 -1.70
C 4.02 -1.34 -1.97
C 4.06 -0.47 -3.19
N 2.83 0.27 -3.38
C 2.70 1.08 -4.59
C 1.31 1.65 -4.40
N 0.34 0.58 -4.31
C -1.03 0.98 -4.31
C -1.92 -0.24 -3.88
N -1.16 -1.37 -3.25
C -1.78 -2.54 -3.17
C -3.13 -2.91 -3.74
C -0.88 -3.57 -2.54
C -1.22 -4.82 -2.05
C -0.21 -5.53 -1.33
C 1.03 -5.09 -1.18
C 1.32 -3.78 -1.60
N 0.33 -2.97 -2.17
H 4.45 -3.99 -1.00
H 3.34 -4.57 0.29
H 3.96 -3.08 0.38
H 4.65 -2.20 -2.12
H 4.31 -0.75 -1.06
H 4.21 -1.10 -4.01
H 5.00 0.10 -3.23
H 2.63 0.86 -2.56
H 2.75 0.37 -5.39
H 3.48 1.85 -4.68
H 0.96 2.24 -5.26
H 1.31 2.26 -3.46
H 0.54 -0.18 -4.98
H -1.35 1.50 -5.33
H -1.02 1.68 -3.45
H -2.33 -0.71 -4.82
H -2.75 0.14 -3.25
H -3.06 -2.81 -4.84
H -3.94 -2.36 -3.28
H -3.18 -4.02 -3.75
H -2.22 -5.31 -2.15
H -0.55 -6.52 -0.99
H 1.82 -5.62 -0.74
N 1.91 -0.92 -0.96
S 1.07 -0.54 1.85
N -0.12 0.02 2.95
S -0.74 1.29 2.37
N -0.37 1.59 0.98
S -1.04 1.27 -0.55
N -0.08 0.82 -1.54
C -2.38 0.16 -0.06
C -1.93 -1.11 -0.13
C -2.87 -2.13 0.05
C -4.18 -1.82 0.24
C -4.65 -0.52 0.24
C -3.70 0.48 0.07
C -1.84 2.78 -0.92
C -2.58 2.76 -2.09
C -3.10 3.96 -2.46
C -3.14 5.10 -1.69
C -2.40 5.09 -0.54
C -1.70 3.95 -0.18
C -2.45 1.13 2.83
C -3.23 2.27 2.78
C -4.54 2.11 3.18
C -5.10 0.90 3.54
C -4.26 -0.21 3.65
C -2.94 -0.08 3.27
C -0.28 2.69 3.40
C 0.46 3.69 2.80
C 0.88 4.81 3.54
C 0.71 4.75 4.92
C -0.08 3.73 5.51
C -0.69 2.70 4.76
C 1.70 -1.93 2.80
C 0.82 -2.67 3.58
C 1.24 -3.81 4.29
C 2.60 -4.14 4.27
C 3.47 -3.38 3.49
C 3.03 -2.24 2.77
C 2.44 0.58 1.98
C 2.97 0.97 3.21
C 3.83 2.10 3.27
C 4.25 2.74 2.12
C 3.74 2.31 0.91
C 2.89 1.23 0.82
H -0.92 -1.40 -0.37
H -2.50 -3.12 -0.01
H -4.78 -2.72 0.45
H -5.71 -0.39 0.44
H -4.05 1.56 0.04
H -2.75 1.84 -2.66
H -3.68 4.08 -3.34
H -3.62 5.98 -2.01
H -2.21 5.95 0.05
H -1.04 4.08 0.65
H -2.78 3.19 2.35
H -5.23 2.96 3.11
H -6.17 0.82 3.75
H -4.59 -1.13 4.06
H -2.26 -0.94 3.33
H 0.74 3.52 1.75
H 1.57 5.50 3.08
H 1.17 5.49 5.56
H -0.18 3.66 6.58
H -1.23 1.87 5.24
H -0.22 -2.33 3.63
H 0.49 -4.34 4.77
H 2.95 -4.95 4.80
H 4.51 -3.73 3.42
H 3.75 -1.67 2.21
H 2.68 0.53 4.15
H 4.27 2.33 4.27
H 4.84 3.65 2.16
H 4.06 2.93 0.03
H 2.55 0.84 -0.15
N 1.79 -2.39 -5.54
C 1.61 -2.00 -4.47
*
```